Entry from the Open Molecules 2025 dataset: a cluster of 2 separate species, C5H16N3 in total in a non-equilibrium geometry (ωB97M-V/def2-TZVPD).

Element x y z (Å)
1 N -0.1797 1.1627 1.7678
2 N -2.1669 -0.0607 1.2875
3 H -0.1234 -1.4834 -1.4131
4 H -0.1254 0.5812 2.6254
5 C 0.3620 -2.3238 -1.0559
6 H -1.7051 -1.0556 1.4960
7 H 0.0478 2.5983 -0.6989
8 C -1.2539 0.9208 0.9372
9 H -1.3132 3.4876 -1.2988
10 H -0.3787 -2.9186 -0.5674
11 C -0.9119 3.0598 -0.3429
12 H 1.1849 -1.8009 0.9447
13 H 0.0945 2.1983 1.7391
14 H -0.5070 3.7914 0.3421
15 H 2.0275 -3.0689 0.0863
16 H -2.6317 1.6740 -0.3475
17 H 3.3709 -1.0152 -0.4825
18 H -3.0313 -0.2421 0.7665
19 H 0.5649 -2.8647 -1.9171
20 C 1.5363 -2.1324 -0.0906
21 C 2.4295 -1.0402 -0.9295
22 H 1.9316 -0.0558 -0.9748
23 H 2.5571 -1.3592 -2.0201
24 N -1.7787 1.9474 0.1465

HOMO level (alpha / beta): -16.712 / -16.707 eV
Kohn-Sham gap (alpha / beta): 6.8365 / 2.0405 eV
Total charge: +2
2S+1: 2
Total energy: -363.54677 Ha